Entry 1
DFT (ωB97M-V/def2-TZVPD) results for an isolated molecule of C4H5NO2.

SMILES: CC#C[C@H](O)N=O
Spin multiplicity: 1
Kohn-Sham gap, eV: 8.71
HOMO level, eV: -9.13
Total charge: 0

Atoms and positions in Å:
1 C -1.224 0.482 -0.106
2 C -0.209 -0.132 0.072
3 C 1.143 -0.792 0.048
4 C -2.480 1.170 -0.291
5 N 2.601 -0.379 -0.774
6 O 1.518 -1.092 1.334
7 O 3.513 -0.560 -0.035
8 H 1.038 -1.700 -0.587
9 H -3.279 0.674 0.258
10 H -2.393 2.201 0.052
11 H -2.726 1.165 -1.356
12 H 2.499 -1.035 1.386


Entry 2
DFT (ωB97M-V/def2-TZVPD) results for an isolated molecule of C4H5NO2.

SMILES: OCc1ccon1
Spin multiplicity: 1
Kohn-Sham gap, eV: 10.13
HOMO level, eV: -9.59
Total charge: 0

Atoms and positions in Å:
1 O 1.593 0.731 -1.921
2 C 1.368 0.462 -0.569
3 C -0.062 0.009 -0.210
4 N -1.047 -0.114 -1.046
5 O -2.228 -0.858 -0.068
6 C -1.661 -0.839 1.121
7 C -0.413 -0.320 1.127
8 H 0.827 1.225 -2.228
9 H 2.076 -0.333 -0.300
10 H 1.591 1.329 0.075
11 H -2.161 -1.230 2.009
12 H 0.116 -0.063 2.009


Entry 3
DFT (ωB97M-V/def2-TZVPD) results for C4H5NO2 as an isolated structure.

Spin multiplicity: 1
Kohn-Sham gap (spin up / spin down), eV: 6.78 / 6.80
HOMO level (spin up / spin down), eV: -6.09 / -6.11
Total charge: 0

Atoms and positions in Å:
1 C -0.501 0.633 -0.955
2 C -0.104 -0.210 0.793
3 N 0.690 -0.029 1.896
4 C -0.388 -0.728 -1.269
5 C -0.237 -1.359 -0.037
6 O -0.876 0.826 0.411
7 O 0.033 1.710 -1.585
8 H -0.387 2.521 -1.276
9 H 0.990 0.927 2.036
10 H 1.394 -0.742 2.024
11 H -0.378 -1.147 -2.260
12 H -0.234 -2.402 0.223


Entry 4
DFT (ωB97M-V/def2-TZVPD) results for an isolated molecule of C4H5NO2.

SMILES: O=C[C@H]1CN=CO1
Spin multiplicity: 1
Kohn-Sham gap, eV: 10.58
HOMO level, eV: -9.83
Total charge: 0

Atoms and positions in Å:
1 O -0.479 1.281 1.829
2 C 0.320 0.417 1.571
3 C 0.162 -0.589 0.434
4 C -1.065 -0.358 -0.453
5 N -0.560 0.490 -1.541
6 C 0.697 0.465 -1.436
7 O 1.273 -0.259 -0.432
8 H 1.289 0.337 2.102
9 H 0.284 -1.613 0.800
10 H -1.448 -1.294 -0.876
11 H -1.875 0.143 0.083
12 H 1.401 0.979 -2.082


Which structure loses on stability? entry 1 does.


Entry 1
DFT (ωB97M-V/def2-TZVPD) results for an isolated molecule of C4H5NO2.

Spin multiplicity: 1
Kohn-Sham gap (spin up / spin down), eV: 7.15 / 7.18
HOMO level (spin up / spin down), eV: -7.81 / -7.83
Total charge: 0

Atoms and positions in Å:
1 O 2.029 1.486 0.460
2 C 1.956 0.277 0.518
3 C 0.804 -0.477 0.012
4 O 0.853 -1.813 -0.075
5 N -0.348 0.047 -0.261
6 C -1.614 -0.440 -0.429
7 C -1.407 0.999 -0.035
8 H 2.745 -0.358 0.963
9 H -0.092 -2.091 0.020
10 H -1.921 -0.734 -1.431
11 H -1.433 1.822 -0.748
12 H -1.570 1.282 1.005


Entry 2
DFT (ωB97M-V/def2-TZVPD) results for an isolated molecule of C4H5NO2.

SMILES: O=NO[C@@H]1C=CC1
Spin multiplicity: 1
Kohn-Sham gap, eV: 10.01
HOMO level, eV: -9.88
Total charge: 0

Atoms and positions in Å:
1 C 0.337 0.548 0.197
2 C 1.404 -0.450 0.047
3 C -0.597 -0.599 0.561
4 C 0.560 -1.537 0.311
5 N -1.419 1.466 -1.050
6 O -1.682 2.245 -1.917
7 O -0.023 1.272 -0.961
8 H 0.398 1.262 1.050
9 H 2.416 -0.399 -0.044
10 H -0.999 -0.633 1.503
11 H -1.250 -0.625 -0.247
12 H 0.856 -2.550 0.550


Which structure loses on stability? entry 2 does.


Entry 1
DFT (ωB97M-V/def2-TZVPD) results for an isolated molecule of C4H5NO2.

SMILES: C#C/C(=N/O)OC
Spin multiplicity: 1
Kohn-Sham gap, eV: 9.98
HOMO level, eV: -9.19
Total charge: 0

Atoms and positions in Å:
1 C 0.962 1.580 0.023
2 C -0.306 -0.460 -0.156
3 C -1.210 -1.154 -1.028
4 C -2.006 -1.736 -1.713
5 H 1.325 2.367 -0.721
6 H 1.862 1.064 0.345
7 H 0.445 2.092 0.890
8 H 0.898 -0.880 2.538
9 H -2.701 -2.314 -2.299
10 N -0.123 -0.996 0.982
11 O 0.134 0.700 -0.685
12 O 0.719 -0.264 1.826


Entry 2
DFT (ωB97M-V/def2-TZVPD) results for C4H5NO2 as an isolated structure.

Spin multiplicity: 1
Kohn-Sham gap, eV: 11.01
HOMO level, eV: -10.00
Total charge: 0

Atoms and positions in Å:
1 O 0.897 0.836 -1.226
2 C 0.807 -0.440 -0.654
3 C 0.462 0.133 0.717
4 C 0.053 1.351 -0.120
5 N -0.676 -0.552 1.272
6 C -1.138 -1.203 0.284
7 O -0.465 -1.209 -0.900
8 H 1.621 -1.113 -0.944
9 H 1.290 0.317 1.402
10 H -0.971 1.277 -0.490
11 H 0.201 2.348 0.315
12 H -2.080 -1.744 0.343


Which structure loses on stability? entry 1 does.


Entry 1
DFT (ωB97M-V/def2-TZVPD) results for an isolated molecule of C4H5NO2.

SMILES: C=NC(C=O)C=O
Spin multiplicity: 1
Kohn-Sham gap, eV: 10.06
HOMO level, eV: -9.98
Total charge: 0

Atoms and positions in Å:
1 O -0.609 -1.163 -2.272
2 C -0.047 -0.749 -1.296
3 C -0.672 0.252 -0.316
4 C 0.203 -0.790 1.605
5 N -0.832 -0.400 0.981
6 C 0.222 1.485 -0.280
7 O 1.359 1.451 0.127
8 H 0.973 -1.083 -1.012
9 H -1.662 0.516 -0.699
10 H 1.235 -0.644 1.277
11 H 0.048 -1.296 2.559
12 H -0.217 2.422 -0.674


Entry 2
DFT (ωB97M-V/def2-TZVPD) results for an isolated molecule of C4H5NO2.

SMILES: COc1cnoc1
Spin multiplicity: 1
Kohn-Sham gap, eV: 10.03
HOMO level, eV: -9.24
Total charge: 0

Atoms and positions in Å:
1 C -2.442 0.327 0.208
2 C -0.207 -0.164 -0.133
3 C 0.816 -1.064 0.073
4 C 0.374 1.160 -0.050
5 H -3.435 -0.001 0.493
6 H -2.652 0.775 -0.785
7 H -1.834 0.958 1.042
8 H 0.706 -2.199 -0.098
9 H 0.066 2.304 -0.208
10 N 1.984 -0.477 0.202
11 O -1.470 -0.749 -0.221
12 O 1.722 0.742 -0.085


Entry 3
DFT (ωB97M-V/def2-TZVPD) results for an isolated molecule of C4H5NO2.

Spin multiplicity: 1
Kohn-Sham gap, eV: 9.45
HOMO level, eV: -8.93
Total charge: 0

Atoms and positions in Å:
1 O 2.388 0.765 2.131
2 C 1.385 -0.344 0.255
3 N 0.109 -0.166 0.432
4 C -0.900 -0.890 -0.317
5 C -1.694 0.107 -1.141
6 O -1.653 1.294 -0.924
7 C 2.207 0.666 0.933
8 H -0.269 0.603 0.987
9 H -1.593 -1.430 0.344
10 H -0.391 -1.620 -0.953
11 H -2.322 -0.308 -1.951
12 H 2.733 1.323 0.204


Entry 4
DFT (ωB97M-V/def2-TZVPD) results for a 2-piece molecular cluster, C4H5NO2 overall.

SMILES: C=NC=C=O.C=O
Spin multiplicity: 1
Kohn-Sham gap, eV: 9.00
HOMO level, eV: -8.50
Total charge: 0

Atoms and positions in Å:
1 C 1.038 2.659 -0.359
2 C 0.914 -0.642 0.880
3 C -1.677 -1.736 -0.859
4 C 0.826 1.553 0.327
5 N 1.428 0.383 0.320
6 O 1.059 3.649 -0.951
7 O -1.612 -1.622 0.333
8 H 1.440 -1.621 0.681
9 H -0.060 -0.603 1.301
10 H -1.621 -2.723 -1.315
11 H -1.824 -0.937 -1.449
12 H 0.089 1.641 1.093


Which structure loses on stability? entry 2 does.


Entry 1
DFT (ωB97M-V/def2-TZVPD) results for an isolated molecule of C4H5NO2.

SMILES: O=C[C@H]1CN1C=O
Spin multiplicity: 1
Kohn-Sham gap, eV: 10.70
HOMO level, eV: -10.05
Total charge: 0

Atoms and positions in Å:
1 O -2.255 0.004 -1.479
2 C -1.273 -0.420 -0.920
3 C -0.671 0.318 0.280
4 C 0.088 -0.420 1.296
5 N 0.805 0.650 0.649
6 C 1.555 0.566 -0.510
7 O 1.043 0.317 -1.578
8 H -0.887 -1.429 -1.167
9 H -1.258 1.191 0.514
10 H 0.377 -1.436 1.034
11 H -0.125 -0.234 2.339
12 H 2.600 0.894 -0.457


Entry 2
DFT (ωB97M-V/def2-TZVPD) results for an isolated molecule of C4H5NO2.

Spin multiplicity: 1
Kohn-Sham gap, eV: 9.23
HOMO level, eV: -8.53
Total charge: 0

Atoms and positions in Å:
1 N 1.449 -0.956 -1.999
2 C 1.042 -0.057 -1.100
3 C -0.460 1.362 0.778
4 C -1.214 0.358 1.120
5 O -2.402 -0.208 1.337
6 C 0.210 0.071 1.077
7 O 0.736 -0.737 0.013
8 H 1.462 -1.955 -1.816
9 H 1.719 -0.637 -2.914
10 H -0.303 2.366 0.424
11 H -3.089 0.440 1.129
12 H 0.823 -0.101 1.964


Entry 3
DFT (ωB97M-V/def2-TZVPD) results for an isolated molecule of C4H5NO2.

SMILES: O=CN1CC=CO1
Spin multiplicity: 1
Kohn-Sham gap, eV: 9.78
HOMO level, eV: -9.01
Total charge: 0

Atoms and positions in Å:
1 C -1.470 -0.499 -0.120
2 C -1.515 0.837 -0.204
3 C 1.940 0.400 -0.092
4 C -0.134 -0.991 0.175
5 N 0.666 0.239 0.285
6 O 2.781 -0.471 -0.221
7 O -0.320 1.475 0.029
8 H -2.241 -1.128 0.149
9 H -2.250 1.579 -0.461
10 H 2.259 1.444 0.028
11 H -0.153 -1.430 1.118
12 H 0.438 -1.455 -0.685


Entry 4
DFT (ωB97M-V/def2-TZVPD) results for an isolated molecule of C4H5NO2.

Spin multiplicity: 1
Kohn-Sham gap, eV: 9.59
HOMO level, eV: -9.04
Total charge: 0

Atoms and positions in Å:
1 N 1.310 1.339 1.114
2 C 1.055 0.999 -0.119
3 C -2.092 -0.655 -0.894
4 C -0.992 -0.666 -0.158
5 O 0.202 -1.185 -0.636
6 C 1.314 -0.420 -0.429
7 O 2.417 -0.856 -0.647
8 H 1.214 2.303 1.410
9 H 1.648 0.709 1.840
10 H -3.018 -0.273 -0.472
11 H -2.077 -0.985 -1.930
12 H -0.953 -0.347 0.885


Which structure loses on stability? entry 2 does.


Entry 1
DFT (ωB97M-V/def2-TZVPD) results for C4H5NO2 as an isolated structure.

Spin multiplicity: 1
Kohn-Sham gap, eV: 9.36
HOMO level, eV: -8.40
Total charge: 0

Atoms and positions in Å:
1 O -0.453 -1.386 0.618
2 C -1.189 -0.354 0.127
3 C -0.406 0.288 -0.937
4 C -0.066 0.986 0.352
5 N 1.087 0.289 0.939
6 C 0.892 -0.931 0.210
7 O 0.670 -0.587 -1.153
8 H -2.179 -0.161 0.510
9 H -0.789 0.786 -1.810
10 H 1.329 1.172 0.219
11 H -0.484 1.822 0.878
12 H 1.611 -1.741 0.325


Entry 2
DFT (ωB97M-V/def2-TZVPD) results for an isolated molecule of C4H5NO2.

SMILES: C1=NOC2(CC2)O1
Spin multiplicity: 1
Kohn-Sham gap, eV: 10.18
HOMO level, eV: -9.20
Total charge: 0

Atoms and positions in Å:
1 C -1.234 -0.209 0.811
2 C -1.406 0.294 -0.629
3 C -0.020 0.011 -0.112
4 C 2.236 -0.406 -0.007
5 H -1.967 -1.203 0.843
6 H -1.643 0.390 1.556
7 H -1.489 1.273 -0.707
8 H -1.593 -0.348 -1.567
9 H 3.100 -0.807 -0.240
10 N 2.132 0.777 0.290
11 O 1.089 -1.005 -0.195
12 O 0.794 1.231 -0.043


Entry 3
DFT (ωB97M-V/def2-TZVPD) results for an isolated molecule of C4H5NO2.

Spin multiplicity: 1
Kohn-Sham gap, eV: 9.64
HOMO level, eV: -8.82
Total charge: 0

Atoms and positions in Å:
1 O 1.079 1.902 1.334
2 C 0.683 0.908 0.820
3 N 1.327 -0.053 0.082
4 C 0.408 -1.032 -0.478
5 C -0.946 -0.430 -0.112
6 O -0.649 0.404 1.061
7 C -1.139 0.981 -0.493
8 H 2.085 0.295 -0.485
9 H 0.555 -2.014 -0.013
10 H 0.515 -1.127 -1.562
11 H -1.761 -1.128 0.086
12 H -2.157 1.293 -0.239


Which structure loses on stability? entry 2 does.